Density functional theory data (ωB97M-V with the def2-TZVPD basis set) for C4H6IrO as an isolated structure at a distorted geometry.

## Properties
Maximum force: 6.95 eV Å⁻¹
Expectation value of S²: 6.0586
Total energy: -334.91485 Eh
LUMO (spin up / spin down): -5.2640 / -7.3036 eV
Frontier orbital gap (spin up / spin down): 6.61 / 6.83 eV

The geometry in ORCA input format:
```
! RIJCOSX wB97M-V def2-TZVPD def2/J DEFGRID3
* xyz 1 5
O 0.3297 1.2302 -0.9596
C -0.5580 0.0890 0.7350
C -0.7285 -1.1136 -0.0220
H 0.0446 -0.1043 1.6416
H -1.6833 -1.2402 -0.5528
H -0.1440 -1.9935 0.2866
Ir -0.9599 1.8739 0.0472
C 0.4178 -0.2285 -1.8327
C 1.6703 -0.6800 -2.0295
H -0.3038 -0.1764 -2.6587
H 2.3697 -0.5332 -1.1977
H 2.1007 -0.6686 -3.0325
*
```

These are the natural (NBO) partial charges, in e, on atoms 1 to 8: -0.654 -0.230 -0.326 0.226 0.249 0.242 0.993 0.063